(1)
Here is a structure of composition C45H53Cl5N4SeSiV from the OMol25 dataset. Energies are from wB97M-V/def2-TZVPD.

Structure (XYZ):
```
110
C45H53Cl5N4SeSiV | the OMol25 dataset | wB97M-V/def2-TZVPD
V -0.3460 -0.1406 1.8216
C -2.4210 3.2868 -2.9607
C -0.9622 3.6245 -2.6480
C -0.5112 2.9618 -1.3797
C -0.2539 1.6671 -1.1255
C -0.2546 0.5765 -2.1655
C 0.6657 0.8035 -3.3682
C 0.1857 1.5501 0.4156
C -1.6434 2.6418 1.6751
C -2.5186 1.5011 1.1296
C -3.7845 1.3644 0.5753
C -4.9014 2.3610 0.6559
C -5.4915 2.4789 2.0610
C -3.8617 0.0398 -0.0010
C -2.6262 -0.5641 0.2046
C -1.9335 -1.7766 -0.2647
C -0.5918 -1.9861 -0.2065
N 0.3376 -1.0750 0.3308
C 1.6006 -1.3469 -0.1082
C 2.6460 -0.4921 0.0120
C 2.6776 0.9361 0.3189
N 1.6387 1.7964 0.4306
C 2.1013 3.1113 0.3677
C 1.1754 4.0863 -0.0938
C -0.1732 3.7163 -0.1019
N -0.3822 2.7579 0.9295
C 3.5037 3.0608 0.3544
C 3.8662 1.7081 0.3269
C 5.2188 1.0469 0.2654
C 6.4268 1.9154 0.5889
C 4.3331 4.3094 0.2768
C 4.7072 4.6818 -1.1601
C 1.5185 -2.6312 -0.8392
C 0.2256 -2.9951 -0.9156
C -0.3678 -4.1166 -1.7080
C -0.8363 -3.6599 -3.0911
C 2.7018 -3.2972 -1.4652
C 3.1017 -2.6643 -2.7995
N -1.8790 0.3271 0.9058
C -5.0209 -0.5196 -0.7666
C -5.0506 -0.0455 -2.2228
H -2.7959 3.8626 -3.8113
H -3.0520 3.4948 -2.0945
H -2.5364 2.2269 -3.1907
H -0.8647 4.7068 -2.5253
H -0.3314 3.3482 -3.4949
H -1.2835 0.4045 -2.5048
H 0.0541 -0.3535 -1.7122
H 0.3055 1.5722 -4.0517
H 0.7645 -0.1220 -3.9418
H 1.6625 1.0978 -3.0311
H -2.1846 3.5849 1.5923
H -5.6913 2.0797 -0.0477
H -4.5451 3.3463 0.3337
H -5.8358 1.5055 2.4146
H -6.3321 3.1777 2.0874
H -4.7353 2.8268 2.7666
H -2.5201 -2.5189 -0.7942
H 3.6104 -0.8979 -0.2680
H 1.5511 4.9255 -0.6725
H 5.3609 0.5997 -0.7281
H 5.2148 0.2038 0.9629
H 6.5519 2.7357 -0.1184
H 7.3386 1.3147 0.5585
H 6.3474 2.3448 1.5890
H 5.2390 4.2197 0.8769
H 3.7573 5.1257 0.7202
H 5.2192 3.8546 -1.6555
H 5.3607 5.5576 -1.1930
H 3.8137 4.9020 -1.7468
H -1.2072 -4.5443 -1.1556
H 0.3637 -4.9206 -1.8128
H -1.5870 -2.8718 -3.0117
H -1.2703 -4.4888 -3.6547
H -0.0046 -3.2532 -3.6697
H 2.4855 -4.3590 -1.6034
H 3.5446 -3.2467 -0.7698
H 2.3063 -2.7809 -3.5374
H 4.0076 -3.1225 -3.2028
H 3.2809 -1.5946 -2.6806
H -5.9609 -0.2459 -0.2755
H -4.9774 -1.6123 -0.7414
H -5.1198 1.0431 -2.2717
H -5.8932 -0.4684 -2.7770
H -4.1260 -0.3334 -2.7278
Cl -1.9245 4.8590 3.9802
C -0.8393 3.4895 3.9946
C -0.9963 2.4845 3.0604
C -0.1189 1.4057 3.1185
Cl -1.4775 -0.9741 3.5888
C 0.9289 1.3800 3.9872
Cl 1.9961 -0.0079 3.8147
C 1.1568 2.4278 4.8746
Cl 2.5291 2.4162 5.9276
C 0.2306 3.4659 4.9037
Cl 0.4322 4.7624 6.0382
C 0.6755 -6.5195 0.8114
Si -0.4843 -5.9246 2.1988
C -2.0945 -5.4154 1.3331
C -0.9353 -7.5223 3.1275
Se 0.3790 -4.3525 3.4447
H 0.2403 -7.3085 0.1894
H 1.6004 -6.8909 1.2596
H 0.9438 -5.6745 0.1734
H -2.3870 -6.1392 0.5627
H -1.9866 -4.4298 0.8797
H -2.9032 -5.3423 2.0639
H -1.2472 -8.3243 2.4505
H -1.7494 -7.3267 3.8295
H -0.0745 -7.8657 3.7054
```

Computed properties:
* frontier orbital gap (spin up / spin down): 5.27 / 5.35 eV
* HOMO energy (spin up / spin down): -1.36 / -1.36 eV
* molecular weight: 985.2 g/mol
* max |F|: 0.68 eV Å⁻¹
* LUMO level (spin up / spin down): 3.91 / 3.99 eV
* 2S+1: 2
* charge: -2


(2)
Here is a structure of composition C45H54BrN3O2P2SiTl from the OMol25 dataset. Energies are from wB97M-V/def2-TZVPD.

Structure (XYZ):
```
109
C45H54BrN3O2P2SiTl | the OMol25 dataset | wB97M-V/def2-TZVPD
Tl -1.6466 -0.5987 -0.7834
C 1.8044 2.3522 -0.8159
N 3.0036 1.8236 -0.2573
C 3.4486 0.5177 -0.7101
P 2.5027 -1.0482 -0.1768
C 3.1500 -1.3656 1.5110
C 3.0177 -0.3548 2.4659
C 3.4292 -0.5516 3.7755
C 3.9379 -1.7814 4.1680
C 4.0229 -2.8145 3.2445
C 3.6208 -2.6111 1.9298
C 3.5351 -2.0709 -1.3050
C 3.0056 -2.2722 -2.5806
C 3.7243 -2.9575 -3.5507
C 4.9860 -3.4511 -3.2517
C 5.5384 -3.2212 -1.9990
C 4.8260 -2.5230 -1.0326
C 3.8178 2.6054 0.5983
C 4.8571 2.0292 1.3384
C 5.6538 2.7949 2.1759
C 5.4525 4.1605 2.3024
C 4.4465 4.7500 1.5563
C 3.6466 3.9925 0.7124
P 0.0664 1.6878 -0.3598
C -0.8138 2.9067 -1.4093
C -1.5140 2.4706 -2.5319
C -2.1133 3.3845 -3.3896
C -2.0066 4.7431 -3.1339
C -1.3099 5.1863 -2.0152
C -0.7272 4.2754 -1.1490
C -0.3025 2.3172 1.3144
C -1.5101 1.9364 1.9028
C -1.8999 2.4680 3.1218
C -1.0583 3.3400 3.7991
C 0.1717 3.6750 3.2524
C 0.5440 3.1791 2.0102
H 1.7882 2.2407 -1.9051
H 1.6997 3.4019 -0.5783
H 4.4923 0.3790 -0.4509
H 3.3756 0.4741 -1.8020
H 2.5895 0.6013 2.1814
H 3.3600 0.2601 4.4899
H 4.2633 -1.9384 5.1889
H 4.4048 -3.7839 3.5408
H 3.6806 -3.4364 1.2318
H 2.0160 -1.8913 -2.8174
H 3.2952 -3.1037 -4.5341
H 5.5464 -4.0056 -3.9939
H 6.5377 -3.5749 -1.7770
H 5.2873 -2.3281 -0.0732
H 5.0517 0.9688 1.2935
H 6.4423 2.3093 2.7377
H 6.0798 4.7553 2.9537
H 4.2885 5.8203 1.6106
H 2.9152 4.5214 0.1164
H -1.5895 1.4135 -2.7533
H -2.6565 3.0257 -4.2553
H -2.4659 5.4592 -3.8049
H -1.2273 6.2476 -1.8140
H -0.2309 4.6356 -0.2530
H -2.1483 1.2071 1.4183
H -2.8551 2.1848 3.5481
H -1.3511 3.7421 4.7612
H 0.8519 4.3208 3.7939
H 1.5055 3.4612 1.6042
C -3.8361 2.9537 -0.1080
C -4.5743 1.6637 -0.3205
C -5.9533 1.6618 -0.3419
C -6.6129 0.4604 -0.6016
C -5.9016 -0.6890 -0.8234
C -4.4827 -0.6511 -0.7709
N -3.8779 0.5278 -0.5268
N -3.7155 -1.7432 -0.9032
Si -4.1504 -3.1570 -1.8599
C -4.8968 -2.6230 -3.4876
C -5.2992 -4.2189 -0.8069
C -2.6520 -4.2191 -2.1691
H -4.1671 3.4385 0.8116
H -4.0404 3.6359 -0.9359
H -2.7680 2.7990 -0.0567
H -6.4973 2.5824 -0.1855
H -7.6958 0.4287 -0.6260
H -6.3876 -1.6371 -1.0099
H -5.6758 -1.8670 -3.3637
H -5.3319 -3.4681 -4.0283
H -4.1131 -2.1910 -4.1162
H -6.3569 -3.9895 -0.9670
H -5.0828 -4.0905 0.2568
H -5.1523 -5.2736 -1.0576
H -1.8660 -3.6979 -2.7161
H -2.9652 -5.0811 -2.7682
H -2.2481 -4.5936 -1.2264
C -0.3453 -0.8529 2.6483
O -1.3813 -1.1737 1.7090
C -1.7753 -2.5434 1.7401
C -0.7046 -3.3976 1.1266
O -0.5705 -2.9701 -0.2083
C 0.2638 -3.8107 -1.0014
H -0.0482 -1.7302 3.2241
H -0.7130 -0.0893 3.3286
H 0.5271 -0.4690 2.1212
H -2.6827 -2.6012 1.1376
H -1.9881 -2.8804 2.7563
H -0.9999 -4.4514 1.1835
H 0.2502 -3.2810 1.6523
H -0.1374 -4.8251 -1.0377
H 1.2808 -3.8355 -0.6040
H 0.2876 -3.3949 -2.0058
Br -1.2160 -0.9964 -3.4466
```

Computed properties:
* frontier orbital gap: 5.68 eV
* HOMO energy: -10.11 eV
* molecular weight: 1043.3 g/mol
* max |F|: 1.68 eV Å⁻¹
* LUMO level: -4.43 eV
* 2S+1: 1
* charge: +1


(3)
Here is a structure of composition C45H56BrN2OPRhSSi from the OMol25 dataset. Energies are from wB97M-V/def2-TZVPD.

Structure (XYZ):
```
109
C45H56BrN2OPRhSSi | the OMol25 dataset | wB97M-V/def2-TZVPD
Rh -3.0806 -0.2115 0.7951
S -4.5285 0.5630 4.9281
C -4.3081 2.1037 4.2283
C -3.8773 2.0346 2.9367
C -3.7010 0.6960 2.4757
C -4.0392 -0.1973 3.4678
C -4.0424 -1.6236 3.2112
C -4.4447 -2.6105 4.1049
C -4.4480 -3.9284 3.6933
C -4.0544 -4.2400 2.3982
C -3.6582 -3.2108 1.5694
N -3.6384 -1.9371 1.9633
H -4.5029 2.9899 4.8112
H -3.6948 2.9230 2.3493
H -4.7603 -2.3360 5.1021
H -4.7637 -4.7090 4.3725
H -4.0591 -5.2571 2.0349
H -3.3536 -3.3975 0.5488
O -5.6910 -0.7027 0.1299
C -4.9134 0.1963 0.2125
C -5.2441 1.6286 -0.0960
C -6.5667 2.0458 -0.1708
C -6.8353 3.3846 -0.4096
C -5.7948 4.2910 -0.5860
C -4.4738 3.8669 -0.5376
C -4.2011 2.5297 -0.2881
P -2.5862 1.7216 -0.2429
C -2.0875 1.5877 -1.9815
C -0.8081 1.0960 -2.2326
C -0.3585 0.9570 -3.5336
C -1.1927 1.2973 -4.5930
C -2.4742 1.7671 -4.3476
C -2.9248 1.9177 -3.0415
C -1.3462 2.8246 0.4735
C -0.8659 3.9147 -0.2550
C 0.0653 4.7706 0.3096
C 0.5298 4.5377 1.5983
C 0.0761 3.4420 2.3165
C -0.8580 2.5836 1.7552
H -7.3610 1.3261 -0.0251
H -7.8600 3.7287 -0.4519
H -6.0161 5.3349 -0.7648
H -3.6689 4.5769 -0.6838
H -0.2009 0.7975 -1.3877
H 0.6409 0.5847 -3.7256
H -0.8420 1.1925 -5.6114
H -3.1247 2.0272 -5.1721
H -3.9226 2.2953 -2.8589
H -1.2050 4.0821 -1.2708
H 0.4330 5.6164 -0.2563
H 1.2585 5.2068 2.0372
H 0.4543 3.2483 3.3117
H -1.2083 1.7266 2.3147
C 5.8551 -2.0672 1.2956
C 4.3544 -1.7801 1.4785
C 3.5863 -3.1079 1.3674
C 4.1331 -1.2818 2.9154
Si 3.7670 -0.4752 0.2026
Br 1.4761 -0.6133 0.2697
C 4.2110 -0.8952 -1.6176
C 5.6763 -0.5339 -1.9144
C 3.3222 -0.1458 -2.6247
C 4.0158 -2.3946 -1.8916
C 4.1427 1.3393 0.6834
C 5.6355 1.5048 1.0192
C 3.3097 1.8106 1.8851
C 3.8025 2.2915 -0.4736
H 6.1907 -2.7279 2.1005
H 6.4662 -1.1637 1.3406
H 6.0680 -2.5734 0.3542
H 3.9945 -3.8046 2.1061
H 3.6746 -3.5802 0.3916
H 2.5268 -2.9765 1.5891
H 4.4146 -2.0800 3.6089
H 3.0856 -1.0375 3.1038
H 4.7419 -0.4128 3.1599
H 5.8536 0.5399 -1.8530
H 5.9208 -0.8444 -2.9350
H 6.3793 -1.0323 -1.2452
H 3.4787 0.9313 -2.6138
H 2.2637 -0.3352 -2.4417
H 3.5566 -0.5019 -3.6331
H 4.7089 -3.0178 -1.3290
H 4.1975 -2.5860 -2.9538
H 2.9974 -2.7205 -1.6653
H 5.9218 0.9608 1.9190
H 5.8435 2.5637 1.2012
H 6.2886 1.1808 0.2069
H 3.4616 1.2135 2.7816
H 2.2446 1.8133 1.6539
H 3.5987 2.8402 2.1219
H 4.4595 2.1576 -1.3329
H 3.9298 3.3219 -0.1273
H 2.7665 2.1815 -0.8042
C -0.0855 -4.1109 -1.0608
C -0.9035 -3.2714 -2.0512
C 0.0181 -2.5651 -3.0536
C -1.9416 -4.1374 -2.7781
C -1.6284 -2.2376 -1.2935
N -2.1951 -1.4265 -0.7156
H 0.4429 -4.8841 -1.6192
H -0.7295 -4.5980 -0.3276
H 0.6458 -3.4960 -0.5353
H 0.5587 -3.3228 -3.6225
H 0.7421 -1.9387 -2.5335
H -0.5514 -1.9450 -3.7459
H -1.4156 -4.8985 -3.3544
H -2.5457 -3.5419 -3.4619
H -2.6034 -4.6400 -2.0723
```

Computed properties:
* frontier orbital gap: 7.78 eV
* HOMO energy: -10.44 eV
* molecular weight: 914.9 g/mol
* max |F|: 0.28 eV Å⁻¹
* LUMO level: -2.67 eV
* 2S+1: 1
* charge: +1


(4)
Here is a cluster of 2 separate species, C45H56N3 in total from the OMol25 dataset. Energies are from wB97M-V/def2-TZVPD.

Structure (XYZ):
```
104
C45H56N3 | the OMol25 dataset | wB97M-V/def2-TZVPD
C 2.2634 -2.8113 -1.1363
C 1.6602 -1.9776 -2.2609
C 1.5358 -2.7674 -3.5680
C 2.4032 -0.6609 -2.4967
C 3.6962 -0.6798 -3.0217
C 4.3285 0.5024 -3.4053
C 3.6729 1.7276 -3.2452
C 2.3891 1.7810 -2.7077
C 1.6658 3.1144 -2.5161
C 1.9433 4.1364 -3.6238
C 1.9110 3.7117 -1.1349
C 1.7704 0.5786 -2.3241
N 0.4301 0.6128 -1.8041
N -0.5695 0.9872 -2.6339
N -1.6940 0.7892 -1.9090
C -2.9826 0.7276 -2.5613
C -3.5879 -0.5177 -2.7962
C -2.8562 -1.8473 -2.5353
C -2.6548 -2.6392 -3.8297
C -3.5446 -2.7005 -1.4754
C -4.8811 -0.5340 -3.3225
C -5.5234 0.6558 -3.6628
C -4.8754 1.8792 -3.4907
C -3.5849 1.9242 -2.9589
C -2.8664 3.2674 -2.7632
C -3.4969 4.0799 -1.6328
C -2.7662 4.0650 -4.0644
C -1.4030 0.4816 -0.6050
C -2.4763 0.4008 0.3754
C -0.0301 0.3160 -0.4961
C 0.7823 0.0485 0.5985
H 2.2005 -2.2628 -0.1892
H 1.6982 -3.7452 -1.0061
H 3.3170 -3.0541 -1.3368
H 0.6487 -1.7079 -1.9452
H 1.0324 -2.1537 -4.3256
H 2.5247 -3.0420 -3.9579
H 0.9459 -3.6811 -3.4193
H 4.1907 -1.6444 -3.1565
H 5.3257 0.4737 -3.8524
H 4.1636 2.6560 -3.5504
H 0.5988 2.8676 -2.5872
H 1.7953 3.6793 -4.6088
H 1.2444 4.9796 -3.5355
H 2.9663 4.5323 -3.5661
H 1.6509 2.9864 -0.3568
H 2.9660 3.9944 -1.0073
H 1.2914 4.6055 -0.9880
H -1.8620 -1.5758 -2.1578
H -2.1104 -2.0347 -4.5635
H -2.0712 -3.5484 -3.6411
H -3.6176 -2.9285 -4.2717
H -3.6373 -2.1543 -0.5296
H -4.5515 -2.9991 -1.8022
H -2.9567 -3.6076 -1.2778
H -5.3678 -1.5002 -3.4878
H -6.5343 0.6260 -4.0665
H -5.3625 2.8156 -3.7803
H -1.8413 3.0062 -2.4717
H -3.5092 3.4920 -0.7060
H -2.9199 4.9945 -1.4469
H -4.5316 4.3587 -1.8813
H -2.2165 3.4815 -4.8115
H -3.7567 4.3016 -4.4732
H -2.2201 5.0007 -3.8965
H -2.0198 0.3539 1.3703
H -3.1610 1.2673 0.3474
H -3.0909 -0.5002 0.2301
H 0.5719 0.6339 1.4830
H 1.7659 -0.3721 0.3752
C -0.7209 -6.1094 1.1765
C -0.4297 -4.7189 1.6555
C -1.3949 -3.7218 1.4560
C -1.2299 -2.4542 1.9856
C -0.0364 -2.0952 2.6676
C 0.1370 -0.7883 3.2364
C 1.0343 -0.5239 4.2856
C 1.1456 0.6907 4.9643
C 1.9637 0.9158 6.1228
C 1.8749 2.1327 6.8656
C 2.7003 2.3747 7.9540
C 3.6615 1.4352 8.3573
C 4.6228 1.7447 9.4616
C 3.7211 0.2107 7.6807
C 2.8942 -0.0599 6.5964
C 0.9859 -3.0825 2.7621
C 0.7682 -4.3774 2.3011
H 0.0103 -6.8314 1.5508
H -1.7144 -6.4534 1.4980
H -0.7230 -6.1434 0.0782
H -2.3112 -3.9756 0.9188
H -2.0363 -1.7217 1.9081
H -0.6502 -0.0504 3.0507
H 1.7006 -1.3356 4.6009
H 0.5496 1.5345 4.6003
H 1.1384 2.8842 6.5634
H 2.6171 3.3013 8.5270
H 5.2881 0.8955 9.6349
H 5.2452 2.6107 9.2116
H 4.1030 1.9889 10.3933
H 4.4265 -0.5469 8.0251
H 2.9629 -1.0180 6.0813
H 1.9441 -2.8165 3.2191
H 1.5327 -5.1416 2.4659
```

Computed properties:
* frontier orbital gap: 3.97 eV
* HOMO energy: -8.63 eV
* molecular weight: 639.0 g/mol
* max |F|: 2.63 eV Å⁻¹
* LUMO level: -4.66 eV
* 2S+1: 1
* charge: +1